[1]
C25H32AsLiOPSi2 as an isolated structure. Source: the OMol25 dataset; level of theory: ωB97M-V with the def2-TZVPD basis set.

```
63
Properties=species:S:1:pos:R:3:forces:R:3:mulliken_charge:R:1
Li -0.016 -0.434 0.773 -0.278 0.232 0.537 0.63
O 0.797 -0.483 -0.809 0.112 -0.198 0.154 -0.47
C 0.808 -1.510 -1.511 1.371 1.024 -1.008 -1.32
C 0.450 -2.825 -1.095 -0.948 -1.123 0.147 1.54
C 1.316 -3.934 -1.111 0.233 0.334 0.260 -1.00
C 0.829 -5.212 -0.990 -0.127 -0.090 0.061 -0.49
C -0.545 -5.446 -0.917 -0.041 -0.205 0.050 -0.75
C -1.422 -4.376 -0.900 -0.059 -0.114 -0.117 -0.28
C -0.950 -3.076 -0.988 0.435 0.162 0.382 0.34
P -1.949 -1.600 -0.654 -0.565 -0.196 -0.477 0.82
C -1.945 -0.757 -2.281 0.081 0.142 0.129 0.13
C -2.442 0.542 -2.296 -0.035 -0.069 0.035 -0.64
C -2.371 1.310 -3.443 -0.089 0.166 -0.014 -0.62
C -1.762 0.797 -4.578 0.002 0.058 -0.078 -0.40
C -1.249 -0.488 -4.566 -0.039 -0.043 -0.126 -0.76
C -1.342 -1.269 -3.424 -0.214 -0.041 0.033 0.30
C -3.645 -2.294 -0.630 0.055 0.171 0.248 -0.38
C -4.214 -2.500 0.623 0.143 0.039 -0.045 0.05
C -5.500 -2.990 0.743 -0.187 -0.086 0.063 -0.64
C -6.240 -3.273 -0.394 -0.005 -0.042 0.121 -0.45
C -5.678 -3.079 -1.644 -0.122 -0.052 -0.168 -0.69
C -4.389 -2.592 -1.767 0.194 0.037 0.019 -0.18
H 2.383 -3.752 -1.160 0.064 -0.026 -0.108 0.37
H 1.515 -6.047 -0.928 0.044 -0.009 -0.072 0.35
H -0.920 -6.458 -0.842 -0.023 -0.027 0.007 0.35
H -2.485 -4.555 -0.793 0.003 -0.019 -0.009 0.33
H -2.874 0.945 -1.387 -0.031 0.086 -0.013 0.37
H -2.772 2.316 -3.447 0.003 0.037 -0.002 0.39
H -1.678 1.406 -5.468 -0.002 0.012 -0.032 0.36
H -0.759 -0.882 -5.446 0.021 -0.029 -0.032 0.38
H -0.954 -2.277 -3.422 0.083 -0.048 0.030 0.32
H -3.632 -2.265 1.503 0.011 0.024 0.135 0.12
H -5.927 -3.145 1.723 -0.038 -0.001 0.079 0.43
H -7.251 -3.646 -0.304 -0.064 -0.029 -0.003 0.37
H -6.252 -3.309 -2.532 -0.035 -0.001 -0.075 0.39
H -3.952 -2.443 -2.744 0.000 0.033 -0.081 0.43
C -1.573 0.555 6.229 0.145 -0.130 -0.645 -1.09
Si -1.722 0.540 4.306 -1.036 0.584 0.806 0.51
C -2.183 2.356 3.873 0.358 -0.586 -0.050 -1.18
C -3.321 -0.480 3.968 0.678 0.081 -0.105 -1.05
As 0.272 0.066 3.274 0.004 0.090 -0.229 -0.45
Si 0.452 -2.190 3.604 0.276 -1.469 0.370 0.32
C 0.455 -2.763 5.439 -0.096 0.395 -0.499 -1.18
C -0.802 -3.376 2.753 0.241 0.643 0.084 -0.49
C 2.154 -2.752 2.918 -0.453 0.436 0.027 -1.10
H -2.492 0.831 6.740 -0.264 0.073 -0.073 0.35
H -0.800 1.257 6.530 0.187 0.126 0.025 0.28
H -1.275 -0.424 6.590 0.091 -0.228 0.100 0.24
H -3.014 2.751 4.451 -0.206 -0.075 0.208 0.34
H -2.436 2.442 2.821 -0.042 0.018 -0.241 0.27
H -1.320 2.992 4.052 0.156 0.128 0.023 0.31
H -4.148 -0.227 4.627 -0.012 0.212 0.206 0.47
H -3.114 -1.540 4.098 0.008 -0.232 0.003 0.28
H -3.657 -0.331 2.946 -0.020 0.010 -0.238 0.18
H -0.544 -2.676 5.859 -0.210 0.023 0.131 0.28
H 1.116 -2.130 6.021 0.130 0.170 0.146 0.30
H 0.781 -3.792 5.564 0.049 -0.235 -0.145 0.38
H -1.811 -3.182 3.103 -0.280 0.077 0.073 0.24
H -0.592 -4.429 2.930 0.216 -0.123 0.127 0.44
H -0.794 -3.222 1.675 -0.005 -0.022 -0.125 -0.27
H 2.953 -2.547 3.624 0.147 0.120 0.178 0.35
H 2.374 -2.203 2.005 0.109 0.058 -0.189 0.23
H 2.179 -3.810 2.678 -0.128 -0.253 0.000 0.36
```
Forces are in eV/Å.

Output
Molecular weight, g mol⁻¹: 517.5
Highest occupied orbital energy (spin up / spin down), eV: -3.2 / -3.2
Charge: -1
2S+1: 1

=====

[2]
A 2-piece molecular cluster, C3H8NO2 overall. Source: the OMol25 dataset; level of theory: ωB97M-V with the def2-TZVPD basis set.

```
14
Properties=species:S:1:pos:R:3:forces:R:3:mulliken_charge:R:1
C -0.398 -0.246 -0.722 0.150 0.182 0.145 0.14
N -0.688 1.171 -0.560 0.232 -0.463 0.033 -0.50
C 0.524 1.978 -0.677 -0.177 -0.296 0.142 -0.72
O 0.694 -0.630 -1.151 -0.128 0.007 -0.155 -0.67
H -1.320 -0.802 -0.931 -0.063 -0.110 0.144 0.36
H -1.057 1.203 0.388 -0.036 0.215 -0.109 0.34
H 1.280 1.725 0.073 0.043 0.049 0.084 0.23
H 0.267 3.035 -0.598 0.014 0.029 -0.054 0.29
H 0.967 1.759 -1.648 0.050 0.199 -0.026 0.24
C 0.274 -1.607 1.648 0.052 0.226 -0.155 -0.63
O -0.600 -0.660 1.177 -0.139 0.074 -0.126 -0.67
H -0.143 -2.154 2.513 0.011 -0.081 0.041 0.22
H 0.557 -2.364 0.891 -0.075 0.009 -0.066 0.20
H 1.238 -1.174 1.983 0.065 -0.040 0.103 0.18
```
Forces are in eV/Å.

Output
Molecular weight, g mol⁻¹: 90.1
Highest occupied orbital energy, eV: -3.4
Charge: -1
2S+1: 1

=====

Q: Which energy above the lowest of the compared OMol25 structures with the same formula, charge and spin values were calculated for the entries above? A: 51.2; 230.7, in kJ/mol.